Entry 1:
A molecular structure, C44H40AlF4NO28PS at a distorted geometry. Source: the Open Molecules 2025 dataset; level of theory: ωB97M-V/def2-TZVPD.

The value obtained for the maximum force is 0.054 hartree/bohr. The calculation puts the LUMO energy at -0.01960 Eh. For the HOMO-LUMO gap, the calculation gives 0.1866 Eh. As for the highest occupied orbital energy: -5.61 eV. Its charge is -1. The value obtained for the total energy is -5243.7221 Ha.

XYZ file:
```
120
Properties=species:S:1:pos:R:3:forces:R:3
C 4.46426 0.57513 1.83139 -1.326 0.781 -0.425
C 3.18016 0.49952 2.78762 1.983 -0.469 1.233
O 2.66985 -0.83082 2.86366 -1.145 1.154 -1.764
Al 1.39338 -1.24085 1.59173 0.235 -0.892 2.637
C -0.41848 -1.41134 2.59139 -1.075 -0.928 -0.809
C -1.39639 -2.26019 1.67606 0.383 -0.365 2.161
O -1.49387 -3.48289 1.84001 0.105 2.053 -1.020
N -2.17000 -1.50618 0.69485 -0.127 -0.962 0.118
C -3.46403 -1.03927 1.24905 0.417 0.727 0.099
C -2.32977 -2.22906 -0.59001 0.774 0.138 -0.093
C 1.82816 -3.13380 0.89376 0.008 -0.294 -0.345
F 0.98114 -3.50680 -0.20351 1.128 0.176 1.180
F 1.53923 -4.09266 1.91256 0.627 1.188 -1.299
C 3.31416 -3.34654 0.38765 0.373 -1.754 0.213
F 3.64350 -4.72020 0.62907 -0.109 1.682 -0.416
F 4.27600 -2.60229 1.07560 -1.451 -0.812 -0.653
P 1.17187 0.25342 -0.19018 -0.125 1.281 -2.465
O 2.05319 1.70731 -0.06577 -1.753 -0.918 0.556
O -0.46145 0.72649 -0.50838 1.889 0.277 0.700
S 1.79222 -0.61755 -1.84621 -0.357 0.324 0.845
H 4.75537 1.67587 1.73661 -0.099 -1.335 0.183
H 4.14497 0.25530 0.78854 0.628 0.201 1.292
H 5.32530 -0.04487 2.21212 -1.071 0.620 -0.362
H 2.41274 1.29998 2.56464 0.675 -0.780 -0.121
H 3.58744 0.74227 3.83160 -0.660 -0.078 -1.123
H -0.85304 -0.39853 2.86155 0.456 -1.135 -0.351
H -0.18712 -2.04226 3.51004 -0.352 0.903 -1.073
H -3.76137 -0.11279 0.65534 0.028 -1.228 0.626
H -4.28655 -1.83520 1.21214 1.104 1.098 0.204
H -3.25628 -0.67723 2.30752 -0.559 -0.629 -1.174
H -2.93451 -3.17993 -0.47987 0.416 0.986 -0.257
H -2.76606 -1.49177 -1.33084 0.270 -0.979 0.762
H -1.28472 -2.49942 -0.95062 -1.334 0.228 0.344
H 3.47309 -3.17777 -0.71145 -0.477 0.063 1.125
H 1.50056 2.28797 0.49941 0.593 -0.038 -0.409
H -0.76744 1.34749 0.17971 0.017 -0.455 -0.245
C -1.24818 -3.13578 -5.64275 0.090 0.107 0.103
C -2.41740 -3.28931 -6.26669 0.411 -0.880 -0.373
C -3.51680 -2.29223 -6.11835 -0.315 0.672 0.345
O -4.56410 -2.45974 -6.72104 0.173 -0.319 -0.134
C -3.28885 -1.14312 -5.23997 -0.303 -0.310 -0.359
C -2.11943 -0.99035 -4.61173 -0.356 1.247 0.718
C -1.01169 -1.97210 -4.78243 0.487 -0.564 -0.074
O 0.03870 -1.78297 -4.20786 -0.218 0.149 -0.156
O -1.88914 0.06196 -3.79270 0.355 -1.107 -0.682
O -2.65847 -4.35984 -7.06592 -0.326 0.838 0.369
H -0.44236 -3.85010 -5.74381 -0.020 0.018 0.015
H -4.10013 -0.43711 -5.12668 0.024 -0.011 0.001
H -0.97353 -0.05725 -3.46147 0.009 0.068 0.239
H -3.56753 -4.23577 -7.39580 0.041 -0.025 0.005
C -6.96934 -3.33908 0.07811 0.069 0.220 0.292
C -7.66626 -4.32445 -0.49188 0.507 0.214 -1.017
C -8.62684 -5.15367 0.29197 -0.355 -0.267 0.581
O -9.25840 -6.03154 -0.26855 0.199 0.153 -0.246
C -8.76704 -4.87454 1.72326 -0.112 -0.199 -0.341
C -8.06749 -3.89145 2.29404 -0.467 -0.261 1.086
C -7.12774 -3.04475 1.50444 0.472 0.282 -0.593
O -6.52186 -2.14605 2.05784 -0.373 -0.178 0.293
O -8.18123 -3.61970 3.61579 0.395 0.209 -1.014
O -7.53236 -4.61393 -1.80850 -0.470 -0.165 0.984
H -6.27123 -2.72928 -0.47987 -0.002 -0.028 0.011
H -9.45328 -5.49405 2.28427 0.020 0.019 -0.007
H -7.57743 -2.87057 3.77873 -0.008 -0.039 0.054
H -8.13973 -5.35897 -1.97281 0.050 0.025 -0.058
C -0.11222 5.82445 0.23346 0.024 -0.242 -0.063
C -0.69501 7.00895 0.03460 0.484 0.363 0.782
C -1.66927 7.22070 -1.07522 -0.466 -0.231 -0.705
O -2.19342 8.31196 -1.21123 0.263 0.069 0.333
C -1.95226 6.09371 -1.96614 -0.042 0.487 0.192
C -1.36660 4.90916 -1.76954 -0.579 -0.685 -1.135
C -0.41428 4.69073 -0.64437 0.442 0.177 0.568
O 0.08249 3.59158 -0.49093 -0.360 0.227 -0.100
O -1.61328 3.85658 -2.58281 0.601 0.599 1.075
O -0.42734 8.07526 0.83558 -0.800 -1.689 -1.765
H 0.59467 5.65593 1.03573 -0.008 -0.028 -0.011
H -2.64675 6.26509 -2.77707 0.013 -0.023 0.023
H -1.07353 3.11931 -2.23158 -0.091 -0.143 -0.141
H -0.97430 8.80171 0.48221 0.122 0.185 0.244
C 3.51058 9.15809 3.58878 0.239 0.291 0.285
C 2.37200 8.93661 2.92684 0.449 -1.130 -0.492
C 1.22860 9.88875 3.00372 -0.522 0.681 0.229
O 0.21700 9.65617 2.36968 0.589 0.721 0.777
C 1.37612 11.07367 3.85447 -0.149 -0.195 -0.206
C 2.51270 11.29358 4.51868 -0.464 0.981 0.450
C 3.66671 10.35384 4.41991 0.445 -0.683 -0.225
O 4.69329 10.60003 5.02759 -0.257 0.307 0.095
O 2.66825 12.38131 5.31221 0.377 -0.903 -0.440
O 2.20422 7.83849 2.15455 -0.387 1.016 0.497
H 4.34810 8.47551 3.53904 -0.029 0.015 -0.011
H 0.53297 11.74810 3.91598 0.025 -0.008 -0.001
H 3.57117 12.30978 5.67465 -0.034 0.044 0.007
H 1.30047 7.91668 1.78587 -0.011 -0.026 -0.126
C 7.57047 2.91552 -2.49053 0.372 -0.127 -0.270
C 6.42720 2.61051 -1.87119 -0.149 1.208 0.451
C 5.84749 1.23959 -1.93840 -0.288 -0.767 -0.095
O 4.81703 1.00118 -1.34548 0.254 0.404 -0.047
C 6.55633 0.23080 -2.73220 -0.126 0.052 0.118
C 7.69667 0.53700 -3.35357 -0.031 -0.972 -0.318
C 8.29058 1.90142 -3.26355 0.016 0.685 0.207
O 9.34455 2.13646 -3.83143 -0.052 -0.329 -0.097
O 8.36740 -0.38124 -4.09554 -0.030 0.922 0.339
O 5.74347 3.53186 -1.15352 0.151 -1.060 -0.421
H 8.00267 3.90606 -2.44759 -0.007 -0.028 0.010
H 6.11599 -0.75558 -2.78754 -0.010 0.027 0.020
H 9.15336 0.08531 -4.43450 -0.026 -0.054 0.011
H 4.95825 3.06078 -0.80861 -0.028 0.015 0.023
C -0.69021 -7.20025 1.49663 -0.368 -0.045 0.367
C 0.21231 -7.61438 0.60294 0.062 1.079 -0.599
C 0.78560 -8.99032 0.65588 0.170 -0.505 0.176
O 1.59236 -9.34003 -0.18736 -0.112 0.230 -0.035
C 0.34951 -9.87537 1.74026 0.190 0.006 -0.277
C -0.54908 -9.45951 2.63397 0.093 -1.007 0.524
C -1.14265 -8.09285 2.56477 -0.072 0.921 -0.367
O -1.97439 -7.76069 3.39131 0.067 -0.485 0.148
O -0.96366 -10.26195 3.64593 -0.041 0.838 -0.487
O 0.64435 -6.80353 -0.38954 -0.105 -1.094 0.556
H -1.11520 -6.20384 1.46789 0.086 0.057 0.025
H 0.78519 -10.86455 1.77867 -0.013 0.019 0.005
H -1.61033 -9.73020 4.14690 0.022 0.000 -0.018
H 1.28724 -7.33273 -0.89572 0.035 0.139 -0.003
```
Forces are in eV/Å.



Entry 2:
A molecular structure, C44H40Br2N3O2RbSb2. Source: the Open Molecules 2025 dataset; level of theory: ωB97M-V/def2-TZVPD.

The value obtained for the maximum force is 0.014 hartree/bohr. The calculation puts the LUMO energy at -0.00146 Eh. The relative energy (zero: lowest compared OMol25 entry of this formula, charge and spin) is 7.8 kcal per mole. For the HOMO-LUMO gap, the calculation gives 0.2226 Eh. As for the highest occupied orbital energy: -6.10 eV. Its charge is 0. The value obtained for the total energy is -7667.9323 Ha.

XYZ file:
```
94
Properties=species:S:1:pos:R:3:forces:R:3
Rb -1.10206 0.40332 0.14608 -0.151 0.023 0.291
Br -4.63472 0.62690 0.45823 0.060 -0.152 -0.066
C -4.83208 -1.12121 -0.34548 -0.150 0.051 0.015
Br -3.30281 -2.27745 -0.17621 -0.005 0.053 -0.015
H -5.02890 -0.98070 -1.39978 0.018 -0.005 -0.005
H -5.66027 -1.60245 0.15691 0.007 -0.020 -0.015
C 0.59661 0.36961 -2.45887 -0.013 0.036 -0.263
C 1.56623 1.22022 -1.64583 0.232 -0.120 0.025
C 1.41042 2.71742 -1.89452 0.052 0.134 -0.127
Sb -0.47404 3.62601 -1.32065 0.059 0.000 0.014
C -1.63707 2.93499 -2.98246 -0.040 -0.013 -0.043
C -1.16282 2.90703 -4.29413 0.052 0.015 0.000
C -1.94781 2.41102 -5.32332 -0.039 -0.007 0.007
C -3.22774 1.93542 -5.05788 0.021 -0.001 -0.019
C -3.71407 1.95591 -3.76085 0.021 0.011 0.021
C -2.92010 2.45454 -2.73163 -0.057 -0.016 0.018
C 0.04924 5.52964 -2.11473 0.028 0.048 -0.026
C 1.14357 6.20446 -1.57771 0.033 0.020 0.032
C 1.50469 7.45842 -2.04913 -0.008 0.002 -0.020
C 0.76722 8.05883 -3.06030 -0.002 -0.019 0.014
C -0.32947 7.39899 -3.59473 0.015 0.002 0.004
C -0.68620 6.14153 -3.12451 -0.039 0.013 -0.057
Sb 0.77857 -1.75741 -2.15702 -0.184 -0.230 0.105
C -0.71133 -2.25187 -3.61801 -0.028 0.070 0.025
C -0.69301 -3.52349 -4.18575 0.027 -0.118 0.001
C -1.65217 -3.91079 -5.11033 -0.004 0.011 0.007
C -2.65929 -3.02913 -5.47779 0.012 0.036 0.019
C -2.69392 -1.76133 -4.91574 0.017 -0.036 0.001
C -1.72681 -1.37570 -3.99505 -0.041 0.050 0.006
C 2.44600 -2.09163 -3.43542 0.118 0.109 -0.047
C 2.37452 -1.90362 -4.81418 -0.042 0.027 -0.036
C 3.48845 -2.11330 -5.61351 0.019 -0.004 0.016
C 4.69058 -2.51230 -5.04255 -0.014 0.004 0.002
C 4.77430 -2.70118 -3.67151 -0.011 0.007 -0.018
C 3.65569 -2.49260 -2.87428 0.013 -0.024 0.043
H 0.74222 0.52555 -3.53120 0.058 0.104 0.025
H -0.44292 0.65028 -2.27560 0.110 -0.001 -0.189
H 2.58330 0.91843 -1.92365 0.008 0.067 0.010
H 1.51441 1.00888 -0.56709 -0.130 -0.021 -0.166
H 1.56009 2.94653 -2.95268 -0.006 -0.012 0.004
H 2.16910 3.28027 -1.34482 0.001 -0.015 0.018
H -0.17216 3.28384 -4.52458 0.005 -0.001 0.020
H -1.56474 2.39902 -6.33587 -0.002 -0.003 -0.002
H -3.84070 1.55792 -5.86659 -0.007 -0.006 0.008
H -4.71260 1.59783 -3.54150 -0.004 -0.003 -0.019
H -3.32801 2.47464 -1.72575 0.028 0.006 0.009
H 1.72926 5.76172 -0.77856 -0.019 -0.020 0.002
H 2.36017 7.96599 -1.62231 -0.002 0.011 -0.005
H 1.04489 9.03833 -3.42704 0.002 0.002 -0.002
H -0.91208 7.86033 -4.38198 0.005 0.011 0.000
H -1.54172 5.64067 -3.56295 0.004 -0.013 0.032
H 0.08247 -4.23286 -3.91482 0.017 0.029 0.009
H -1.61197 -4.90342 -5.54046 -0.008 0.003 -0.007
H -3.40868 -3.32943 -6.19871 -0.008 0.007 0.004
H -3.46936 -1.05775 -5.19141 -0.018 -0.013 -0.027
H -1.79133 -0.36992 -3.59250 0.066 -0.009 0.021
H 1.44056 -1.60158 -5.27590 -0.007 -0.003 0.019
H 3.41775 -1.96725 -6.68394 0.004 -0.001 -0.001
H 5.55787 -2.67841 -5.66839 0.005 0.000 0.006
H 5.70594 -3.01463 -3.21840 0.008 -0.001 -0.013
H 3.73493 -2.65275 -1.80446 -0.017 0.006 0.002
C -0.66382 -6.63424 7.31015 -0.005 0.007 0.002
O -0.88965 -5.65324 8.29953 0.001 0.039 0.001
C -0.25032 -4.45365 8.15327 -0.087 -0.036 0.128
C -0.50143 -3.50895 9.14674 -0.006 -0.011 -0.007
C 0.10188 -2.26672 9.09452 0.000 -0.090 -0.085
C 0.93047 -1.94673 8.02502 0.144 0.109 -0.178
C 1.20725 -2.89300 7.05414 -0.197 -0.245 0.043
C 0.61692 -4.15162 7.11348 0.111 0.063 -0.077
N 1.62508 -0.69259 8.01061 -0.149 0.276 0.049
N 1.53984 0.09623 7.05037 0.166 -0.100 0.113
C 0.67900 -0.06071 5.93861 0.014 -0.005 0.093
C -0.62126 -0.53784 5.97179 -0.024 0.027 -0.184
C -1.44223 -0.54164 4.85023 -0.006 -0.095 0.134
C -0.99387 -0.10379 3.59279 0.254 0.170 -0.177
O -1.66998 -0.12894 2.52538 -0.500 -0.259 0.417
C 0.36829 0.43940 3.55548 -0.006 0.012 0.020
N 0.79971 0.90194 2.35347 0.267 0.048 -0.009
C 2.00286 1.42544 2.28619 0.043 0.057 0.001
C 2.86881 1.54072 3.38556 -0.057 -0.034 0.045
C 2.45444 1.06554 4.59903 0.058 0.037 -0.051
C 1.17196 0.48826 4.71739 -0.163 -0.070 0.019
H -1.26764 -7.49254 7.59281 0.013 -0.008 -0.002
H 0.38896 -6.92853 7.27284 -0.003 -0.008 -0.006
H -0.97533 -6.28603 6.32118 0.004 0.009 0.003
H -1.16757 -3.77599 9.95663 0.005 0.000 0.004
H -0.07543 -1.53450 9.87140 0.008 0.021 -0.006
H 1.87019 -2.64255 6.23628 0.005 -0.004 0.001
H 0.84025 -4.87924 6.34677 0.012 0.014 -0.013
H -1.04255 -0.90016 6.89784 0.053 -0.012 0.102
H -2.45671 -0.91122 4.93177 -0.005 0.016 -0.046
H 2.33191 1.79357 1.31676 -0.032 -0.008 -0.009
H 3.84180 1.99634 3.25835 0.007 0.001 0.015
H 3.08205 1.12665 5.47743 0.006 -0.001 -0.005
```
Forces are in eV/Å.



> Among the records above, which one has the lowest charge?

C44H40AlF4NO28PS



> What is the HOMO-LUMO gap in the second record?

0.2226 Eh



> What is the maximum force in the first record?

0.054 hartree/bohr